Record 1
ORCA calculation (ωB97M-V with the def2-TZVPD basis set) on an isolated ion of composition C11H12N and charge +1 in a non-equilibrium geometry.

The geometry in XYZ format:
```
24
Properties=species:S:1:pos:R:3:forces:R:3:nbo_charge:R:1
H 3.680832 0.818044 1.119072 0.2 -0.2 0.1 0.22
H -4.126937 1.275478 -0.489076 -0.1 0.1 0.0 0.24
H 1.175546 -0.741120 -1.815520 0.0 0.0 0.2 0.24
C 2.791885 1.337735 0.802632 -0.1 -0.3 -0.1 -0.34
H -2.138269 -2.270826 0.856094 -0.1 -0.1 0.1 0.22
H 0.347958 -2.351412 0.837396 0.1 -0.1 0.0 0.24
C -0.822931 -0.631293 0.345902 1.0 0.0 0.1 -0.04
H -4.205661 -1.045568 0.332598 0.0 -0.1 0.1 0.24
H 2.830481 2.413149 0.834293 -0.1 0.1 0.0 0.25
N 1.629793 -0.732972 0.238517 0.3 0.0 0.1 -0.39
C 0.387698 1.449708 -0.038659 1.9 -1.9 0.8 -0.16
H 2.339061 -1.138358 0.859712 -0.2 0.0 -0.1 0.45
H -1.973980 2.439314 -0.748106 -0.1 0.2 0.0 0.23
C -0.785046 0.776365 -0.063601 0.8 0.3 0.0 -0.06
H 0.479465 2.503435 -0.224011 0.0 0.2 -0.1 0.24
C -2.110568 -1.247073 0.520242 -0.7 -0.1 0.0 -0.16
H 2.910436 -0.624224 -1.458313 0.0 0.0 0.2 0.24
C -3.242195 -0.571693 0.227171 0.5 -0.7 0.3 -0.16
C -3.200484 0.778431 -0.250241 0.6 0.8 -0.3 -0.18
C -2.023371 1.421717 -0.397044 -0.8 0.0 0.0 -0.18
C 1.696717 0.722741 0.383270 -2.4 2.0 -0.5 0.11
H 2.062398 -2.174261 -1.259330 -0.1 0.0 0.2 0.24
C 1.972972 -1.093562 -1.162820 0.4 -0.3 -1.1 -0.41
C 0.324209 -1.313758 0.549814 -1.0 -0.1 0.3 -0.07
```
Positions in Å, forces in eV/Å.

- Maximum force: 3.2 eV Å⁻¹
- Net charge: +1
- HOMO-LUMO gap: 6.9 eV
- LUMO level: -4.655 eV
- SMILES: C=C1C=c2ccccc2=C[N@H+]1C

---

Record 2
ORCA calculation (ωB97M-V with the def2-TZVPD basis set) on an isolated ion of composition C6H13N2 and charge +1 in a non-equilibrium geometry.

The geometry in XYZ format:
```
21
Properties=species:S:1:pos:R:3:forces:R:3:nbo_charge:R:1
H 2.756129 -1.503209 -1.275061 0.8 1.1 0.4 0.25
H -4.931459 -0.376644 -0.343544 0.3 -0.4 -0.6 0.24
C 0.990329 -0.678147 0.562828 -2.4 2.9 -2.5 -0.20
H 0.472147 1.630437 -1.321524 -0.9 -0.6 0.4 0.23
C -0.263874 1.345910 -0.521134 3.8 0.3 1.9 -0.68
H 2.848795 0.192249 1.155054 -1.1 -0.4 -0.8 0.44
H -4.080282 -0.088105 1.095317 0.2 0.7 0.6 0.25
C -2.714487 -0.549329 -0.448565 1.8 0.4 1.2 0.24
C 3.334640 -0.848343 -0.561616 -2.7 -1.7 0.3 -0.40
N -1.576313 -0.460514 0.174731 0.3 -1.4 0.9 -0.45
H 4.051889 -0.189284 -0.941038 0.7 1.1 -1.0 0.23
H -4.270416 -1.699955 0.762237 0.5 0.9 -1.4 0.27
H 3.839133 -1.495104 0.110449 0.4 -0.7 0.7 0.22
C -4.065759 -0.709343 0.220941 0.3 -1.0 1.8 -0.71
H -2.820922 -0.385549 -1.504862 0.5 -0.3 -0.9 0.17
N 2.310152 -0.070166 0.279895 1.0 3.1 -0.5 -0.52
H 2.207471 0.884674 -0.209869 -0.2 -1.8 0.9 0.44
H -1.238948 1.646006 -0.708474 -1.6 0.1 -1.0 0.25
C -0.197327 -0.102581 0.076956 -1.5 1.0 -1.2 0.27
H 1.158345 -1.532646 1.073539 -0.3 -2.8 1.4 0.22
H 0.009853 2.030671 0.330026 -0.1 -0.5 -0.6 0.24
```
Positions in Å, forces in eV/Å.

- Maximum force: 4.5 eV Å⁻¹
- Net charge: +1
- HOMO-LUMO gap: 9.1 eV
- LUMO level: -3.247 eV
- SMILES: C/C=N/C(C)=C/[NH2+]C

---

Record 3
ORCA calculation (ωB97M-V with the def2-TZVPD basis set) on C20H41AuGeO7P2Sb2 as an isolated structure in a non-equilibrium geometry.

The geometry in XYZ format:
```
74
Properties=species:S:1:pos:R:3:forces:R:3:mulliken_charge:R:1
C 4.179385 2.170357 1.047221 0.3 0.9 -0.9 -1.91
H 3.715012 7.175279 -0.625208 0.0 0.2 0.0 0.46
C -3.641564 -2.114873 -0.043257 1.2 0.3 -0.4 -0.85
H -3.277606 -2.918694 0.597809 0.0 0.0 0.1 0.39
H -3.738934 -5.180136 -2.816208 0.1 -0.1 -0.1 0.45
C 4.031062 2.779394 -1.906277 -0.4 -0.3 -0.3 -1.78
H -1.134171 -2.186368 -2.158378 -0.4 0.0 0.3 -0.07
H 3.699238 5.357734 -2.266625 0.0 0.0 0.0 0.47
H -3.555494 -1.237688 -5.199542 0.0 -0.1 0.0 0.41
O -1.267467 0.227812 0.182111 0.1 -0.2 0.2 -0.21
H 0.466817 3.042696 3.975413 0.1 -0.1 0.0 0.41
C 1.350231 3.249811 3.373212 0.0 -0.4 -0.7 -1.31
Sb 1.656701 1.502600 2.092310 -0.7 0.3 2.0 1.33
H -5.717786 -2.512883 -0.132638 0.0 0.1 -0.1 0.39
C -4.870366 -2.566820 -0.822326 -0.1 -0.2 0.0 -0.50
H 3.066654 0.515714 -4.487264 0.0 0.0 0.0 0.42
C 3.948499 3.793066 -0.840236 0.0 0.2 -0.2 0.89
H 0.996589 4.392287 -1.876234 -0.1 0.1 0.1 0.39
H 1.357766 4.329975 -3.617309 0.1 0.0 0.0 0.38
H -0.911946 0.212859 -4.705156 0.2 0.1 0.1 0.03
H 1.191435 4.147362 2.782965 0.0 0.1 0.0 0.38
H 2.216586 3.384306 4.011839 0.2 0.0 0.1 0.42
H -4.358925 -0.473980 -3.122511 0.0 0.0 0.0 0.10
O -0.489563 1.289543 2.346554 2.0 0.9 0.4 -0.59
H -2.975616 0.791845 2.993495 -0.2 0.1 0.4 0.33
H 4.044933 6.665918 1.780389 0.0 0.0 0.1 0.45
C -3.414488 -0.029838 -3.442304 -0.2 0.2 -0.5 -0.49
C -3.742732 -4.158350 -2.449559 0.1 0.0 0.3 -0.69
H 4.245743 4.322575 2.512472 0.0 0.1 0.2 0.52
C -4.781265 -3.993164 -1.354645 -0.1 0.2 -0.2 -0.66
O -0.967302 -1.177824 2.253172 0.2 0.3 0.2 -0.20
C 2.181784 0.212149 3.742598 -0.1 0.1 -0.6 -1.29
H -2.314746 -1.772842 -4.065480 -0.1 -0.1 -0.1 0.12
H 2.945612 0.697706 4.348916 -0.1 0.1 0.0 0.49
Ge -2.027096 -1.462081 -1.092993 -1.5 0.8 -1.7 1.09
C -2.769722 -0.891953 -4.526362 0.0 0.0 0.1 -0.01
H -3.078775 0.913190 -1.532823 0.0 0.2 0.0 0.44
H -1.603401 0.713657 -2.497310 0.1 0.2 -0.1 -0.15
C 0.950349 3.780176 -2.771305 0.2 -0.1 0.1 -1.26
C 3.798496 5.123591 -1.215206 0.0 -0.3 -0.2 -0.45
H -3.896687 -1.255297 0.582531 0.1 0.0 0.0 0.41
H -5.759741 -4.269316 -1.752038 0.0 -0.1 0.1 0.39
H -2.152010 0.687687 -5.871600 0.0 0.1 0.0 0.39
H 2.937930 2.213951 -5.003534 0.0 0.0 0.1 0.40
Au 1.074859 0.385870 -0.808407 0.3 0.0 0.2 0.31
O 1.212055 -1.000376 1.000770 0.8 0.9 -0.2 -0.62
P 0.082516 -1.933378 1.300745 -0.9 -1.6 -0.7 0.68
C -1.714073 -0.155650 -5.343463 -0.2 -0.2 0.1 -1.25
H 4.558185 2.033754 2.042663 -0.3 -0.1 0.6 0.66
H -5.086562 -1.882368 -1.645564 -0.1 0.0 0.0 0.12
P -1.353328 0.259917 1.682726 -1.4 -0.5 -0.8 0.33
Sb 2.067753 1.994633 -2.460647 -0.3 0.2 -0.9 0.78
O 0.506440 -3.089188 2.252395 0.1 0.2 0.4 -0.52
O -0.670615 -2.434028 0.093349 0.5 0.2 0.6 -0.61
H 0.839085 -3.886536 1.838248 0.1 -0.4 -0.2 0.39
H -3.950381 -3.492697 -3.284147 0.0 0.1 -0.2 0.18
H -0.083800 3.524800 -2.977817 -0.1 -0.1 0.0 0.41
C 2.436096 1.400001 -4.483003 0.2 0.0 0.4 -1.15
C 4.078498 3.475570 0.553012 -0.1 -0.3 -0.1 1.35
C 3.820845 6.155225 -0.293651 0.0 -0.4 0.2 -0.55
O -2.839428 0.457270 2.105762 0.1 0.1 -0.2 -0.51
C 4.114521 4.559180 1.468346 0.0 0.3 0.2 -0.47
H 1.276348 0.054743 4.326715 0.0 0.1 0.1 0.38
H 4.644267 1.922709 -1.643012 0.1 0.0 -0.1 0.72
H -2.744761 -3.934314 -2.060627 0.0 -0.1 -0.2 0.08
C -2.562619 0.266555 -2.238410 0.6 -1.5 1.6 -0.64
H -4.557098 -4.676335 -0.535507 -0.1 -0.1 0.1 0.31
H -1.283207 -0.824277 -6.081562 0.2 0.0 -0.1 0.45
H -3.671237 0.934199 -3.900299 -0.2 -0.1 0.0 0.47
H 4.409549 3.226249 -2.827084 0.0 -0.1 0.1 0.58
C 4.001164 5.863370 1.060470 0.0 0.0 0.4 -0.85
H 4.288631 1.323223 0.391448 -0.2 -0.2 -0.1 0.37
H 1.499167 1.175535 -4.983582 -0.2 0.0 0.1 0.36
H 2.546613 -0.739206 3.367629 0.0 0.0 0.0 0.34
```
Positions in Å, forces in eV/Å.

- Maximum force: 2.4 eV Å⁻¹
- Net charge: +2
- HOMO-LUMO gap: 4.2 eV
- LUMO level: -8.857 eV

---

Q: Which of these has the lowest maximum force?
A: C20H41AuGeO7P2Sb2

---

Q: Among the records above, which one has the lowest maximum force?
A: C20H41AuGeO7P2Sb2

---

Q: Among the records above, which one has the lowest maximum force?
A: C20H41AuGeO7P2Sb2

---

Q: The highest LUMO level belongs to which entry?
A: C6H13N2